# 1
A 8-piece molecular cluster, C36H74N7O8P overall in a non-equilibrium geometry. Source: OMol25; level of theory: the ωB97M-V functional and the def2-TZVPD basis.

Calculated values
Highest occupied orbital energy = -0.28927 Ha
Energy relative to the best compared isomer or geometry (same formula, charge and spin) = 0.000 eV
SMILES string = CCCCCCCCCP(O)c1ccccc1.CNC(C)=O.CNC(C)=O.CNC(C)=O.CNC(C)=O.CNC(C)=O.CNC(C)=O.CNC(C)=O
Maximum force = 1.11 eV Å⁻¹

Last column: Löwdin charge in e.
Element x y z (Å)
C 1.593 -1.208 0.567  -0.096
C 1.237 -1.093 -0.925  -0.229
C -0.248 -0.802 -1.134  -0.218
C -0.731 0.505 -0.485  -0.199
C 0.016 1.765 -0.940  -0.192
C 0.100 2.009 -2.456  -0.176
C -1.053 2.814 -3.083  -0.190
C -2.463 2.394 -2.653  -0.266
C -2.945 3.024 -1.343  -0.351
P -4.742 3.424 -1.261  0.921
O -5.014 3.610 0.353  -0.325
C -5.649 1.874 -1.604  -0.370
C -6.799 1.639 -0.837  -0.102
C -7.579 0.501 -1.028  -0.084
C -7.250 -0.444 -1.979  -0.093
C -6.119 -0.218 -2.762  -0.094
C -5.329 0.914 -2.572  -0.109
H 0.959 -0.592 1.199  0.044
H 2.614 -0.851 0.688  0.062
H 1.494 -2.245 0.873  0.047
H 1.432 -2.068 -1.371  0.097
H 1.815 -0.308 -1.408  0.095
H -0.874 -1.597 -0.724  0.089
H -0.504 -0.741 -2.194  0.100
H -1.803 0.562 -0.679  0.069
H -0.646 0.461 0.601  0.101
H -0.426 2.648 -0.477  0.109
H 1.034 1.718 -0.552  0.055
H 0.248 1.082 -3.006  0.106
H 1.003 2.599 -2.633  0.084
H -0.919 3.891 -2.968  0.101
H -0.994 2.620 -4.157  0.107
H -3.158 2.671 -3.449  0.095
H -2.485 1.306 -2.610  0.093
H -2.675 2.446 -0.456  0.065
H -2.435 3.982 -1.238  0.074
H -4.707 2.832 0.849  0.036
H -7.116 2.360 -0.097  0.102
H -8.467 0.378 -0.423  0.104
H -7.870 -1.313 -2.138  0.100
H -5.836 -0.924 -3.531  0.101
H -4.480 1.059 -3.218  0.076
C 1.786 4.855 -0.934  -0.041
N 2.225 3.484 -0.744  -0.015
C 2.481 2.840 0.425  -0.551
C 2.290 3.622 1.698  0.000
O 2.845 1.669 0.414  0.017
H 0.831 4.865 -1.463  0.075
H 2.517 5.396 -1.538  0.086
H 1.667 5.361 0.018  0.081
H 2.366 2.909 -1.560  0.108
H 2.526 2.979 2.542  0.073
H 2.953 4.487 1.723  0.092
H 1.264 3.956 1.790  0.056
C 1.430 -7.136 -1.173  -0.075
N 0.972 -5.899 -0.556  0.017
C 0.936 -5.575 0.758  -0.551
C 1.428 -6.608 1.744  -0.013
O 0.520 -4.483 1.122  0.014
H 2.251 -6.910 -1.856  0.089
H 0.616 -7.580 -1.745  0.056
H 1.774 -7.843 -0.424  0.070
H 0.631 -5.168 -1.160  0.138
H 1.336 -6.201 2.747  0.080
H 0.830 -7.517 1.678  0.083
H 2.475 -6.849 1.558  0.083
C 1.481 -10.722 -6.067  -0.074
N 0.722 -9.733 -5.325  0.008
C 0.726 -9.498 -3.989  -0.540
C 1.624 -10.360 -3.132  -0.004
O 0.024 -8.620 -3.510  0.015
H 2.115 -10.225 -6.802  0.084
H 0.799 -11.391 -6.594  0.084
H 2.107 -11.311 -5.405  0.071
H 0.102 -9.125 -5.837  0.141
H 1.516 -10.055 -2.096  0.073
H 1.344 -11.410 -3.218  0.086
H 2.667 -10.239 -3.427  0.087
C -1.031 6.872 6.069  -0.069
N -0.232 6.651 4.878  0.014
C -0.117 5.514 4.154  -0.525
C -0.892 4.301 4.587  -0.002
O 0.601 5.456 3.161  0.004
H -1.749 7.673 5.887  0.083
H -0.385 7.166 6.897  0.083
H -1.570 5.973 6.347  0.077
H 0.318 7.416 4.521  0.139
H -0.663 3.504 3.887  0.067
H -0.607 3.980 5.589  0.062
H -1.967 4.488 4.556  0.094
C 1.754 0.271 4.197  -0.056
N 1.023 1.250 4.985  0.024
C 1.078 1.480 6.318  -0.541
C 2.023 0.630 7.134  -0.010
O 0.400 2.364 6.828  0.016
H 2.361 0.788 3.451  0.073
H 1.039 -0.367 3.677  0.081
H 2.396 -0.341 4.820  0.076
H 0.393 1.866 4.499  0.108
H 1.960 0.942 8.172  0.080
H 1.748 -0.423 7.065  0.084
H 3.049 0.760 6.789  0.084
C -3.715 -1.902 -0.400  -0.060
N -4.258 -0.737 0.270  0.036
C -4.275 -0.455 1.593  -0.541
C -3.665 -1.464 2.537  -0.003
O -4.767 0.595 1.995  0.017
H -2.943 -1.592 -1.107  0.063
H -4.508 -2.405 -0.957  0.082
H -3.282 -2.599 0.310  0.079
H -4.685 -0.014 -0.289  0.093
H -3.756 -1.089 3.552  0.082
H -4.188 -2.419 2.467  0.085
H -2.609 -1.612 2.309  0.082
C 6.514 3.475 -1.332  -0.072
N 5.593 3.607 -2.445  0.010
C 5.798 4.207 -3.646  -0.557
C 7.153 4.829 -3.893  -0.013
O 4.911 4.235 -4.485  0.026
H 6.674 2.419 -1.109  0.085
H 6.091 3.951 -0.446  0.081
H 7.469 3.937 -1.558  0.070
H 4.670 3.214 -2.347  0.120
H 7.158 5.263 -4.888  0.081
H 7.353 5.616 -3.165  0.083
H 7.938 4.074 -3.836  0.083

# 2
A 9-piece molecular cluster, C36H74O11S8 overall in a non-equilibrium geometry. Source: OMol25; level of theory: the ωB97M-V functional and the def2-TZVPD basis.

Calculated values
Highest occupied orbital energy = -0.30622 Ha
Maximum force = 1.08 eV Å⁻¹

Last column: Löwdin charge in e.
Element x y z (Å)
C 6.395 -7.922 4.445  -0.121
O 5.303 -7.124 4.828  -0.177
C 5.576 -5.742 4.791  -0.244
C 6.009 -5.209 3.429  -0.187
C 4.941 -5.496 2.364  -0.198
C 5.205 -4.734 1.060  -0.199
C 4.614 -3.325 1.012  -0.202
C 3.171 -3.249 1.505  -0.217
C 3.040 -2.848 2.979  -0.190
C 1.873 -3.490 3.734  -0.192
C 0.533 -3.200 3.054  -0.143
C -0.636 -4.040 3.515  -0.119
C -1.586 -3.415 4.335  -0.018
C -2.711 -4.078 4.816  -0.050
C -2.943 -5.403 4.485  -0.002
C -2.020 -6.049 3.664  -0.088
C -0.881 -5.387 3.176  -0.027
C 0.008 -6.166 2.272  -0.315
O 1.168 -5.913 2.061  0.121
C -0.579 -7.348 1.597  0.033
C -1.653 -7.967 2.077  0.027
C -2.298 -7.459 3.294  -0.357
O -3.020 -8.158 3.956  0.118
H 6.356 -8.875 4.966  0.084
H 7.355 -7.447 4.656  0.088
H 6.367 -8.135 3.373  0.082
H 4.654 -5.231 5.059  0.117
H 6.328 -5.471 5.542  0.119
H 6.079 -4.124 3.524  0.110
H 6.964 -5.613 3.105  0.105
H 4.981 -6.562 2.142  0.107
H 3.956 -5.302 2.779  0.089
H 6.285 -4.712 0.909  0.105
H 4.793 -5.312 0.233  0.106
H 5.258 -2.605 1.518  0.108
H 4.615 -3.009 -0.033  0.102
H 2.644 -2.505 0.915  0.062
H 2.693 -4.202 1.286  0.095
H 2.837 -1.775 2.993  0.113
H 3.969 -2.981 3.533  0.097
H 2.034 -4.540 3.945  0.097
H 1.841 -2.987 4.705  0.112
H 0.281 -2.174 3.321  0.098
H 0.591 -3.215 1.967  0.122
H -1.460 -2.381 4.625  0.107
H -3.430 -3.574 5.445  0.106
H -3.812 -5.943 4.824  0.118
H -0.045 -7.696 0.728  0.121
H -2.028 -8.851 1.585  0.121
C 2.754 1.085 -2.109  -0.262
S 1.732 0.477 -0.766  0.808
O 2.485 -0.636 -0.112  -0.562
C 0.470 -0.263 -1.797  -0.261
H 3.629 1.564 -1.673  0.047
H 3.065 0.251 -2.739  0.053
H 2.182 1.814 -2.684  0.044
H 0.924 -1.010 -2.450  0.056
H -0.014 0.527 -2.374  0.018
H -0.261 -0.735 -1.143  0.051
C -1.946 4.734 -3.093  -0.252
S -1.853 3.146 -2.256  0.824
O -0.425 2.700 -2.337  -0.574
C -2.742 2.237 -3.514  -0.244
H -1.402 5.459 -2.491  0.048
H -1.496 4.661 -4.084  0.050
H -2.991 5.032 -3.172  0.055
H -2.231 2.342 -4.473  0.043
H -3.758 2.623 -3.584  0.022
H -2.769 1.188 -3.221  0.058
C -1.847 3.227 2.367  -0.277
S -1.239 1.801 1.465  0.787
O -2.173 1.527 0.343  -0.568
C -1.595 0.600 2.757  -0.266
H -1.764 4.099 1.725  0.040
H -2.891 3.074 2.643  0.065
H -1.238 3.378 3.257  0.042
H -2.660 0.619 2.991  0.059
H -1.003 0.835 3.643  0.055
H -1.317 -0.385 2.383  0.036
C -0.428 4.375 -8.154  -0.268
S -1.737 3.147 -8.232  0.809
O -2.694 3.464 -7.134  -0.578
C -0.732 1.774 -7.677  -0.279
H -0.856 5.337 -8.427  0.048
H -0.031 4.422 -7.140  0.055
H 0.357 4.108 -8.862  0.055
H -0.319 2.002 -6.692  0.057
H 0.069 1.586 -8.393  0.009
H -1.370 0.895 -7.611  0.055
C 1.400 5.453 2.766  -0.259
S 0.083 6.151 3.770  0.805
O -1.147 6.164 2.925  -0.564
C 0.714 7.826 3.806  -0.258
H 1.172 4.403 2.588  0.040
H 1.453 5.981 1.814  0.062
H 2.344 5.535 3.303  0.055
H 0.812 8.197 2.786  0.063
H 1.678 7.835 4.314  0.057
H -0.004 8.432 4.358  0.021
C -6.388 2.328 -5.557  -0.262
S -6.417 3.718 -4.421  0.788
O -6.250 3.168 -3.050  -0.554
C -8.159 4.104 -4.629  -0.273
H -5.383 1.910 -5.545  0.041
H -7.108 1.576 -5.232  0.059
H -6.623 2.677 -6.562  0.056
H -8.761 3.235 -4.363  0.057
H -8.344 4.395 -5.663  0.053
H -8.398 4.934 -3.968  0.048
C 2.488 -0.859 -7.563  -0.269
S 2.451 -0.510 -9.325  0.825
O 1.267 0.362 -9.566  -0.567
C 1.989 -2.165 -9.842  -0.269
H 2.717 0.069 -7.044  0.051
H 1.515 -1.231 -7.242  0.060
H 3.265 -1.595 -7.356  0.054
H 1.049 -2.448 -9.368  0.060
H 2.780 -2.863 -9.569  0.055
H 1.867 -2.155 -10.923  0.051
C -3.504 6.572 5.239  -0.267
S -3.476 8.361 5.140  0.819
O -2.067 8.787 5.373  -0.561
C -4.368 8.661 6.671  -0.274
H -2.947 6.189 4.383  0.016
H -3.030 6.251 6.167  0.062
H -4.537 6.224 5.196  0.056
H -3.835 8.199 7.502  0.057
H -5.374 8.251 6.587  0.052
H -4.424 9.737 6.821  0.048

no.,gap between HOMO and LUMO (Eh)
1,0.309
2,0.277